A molecular structure, C7H32BMgN14O7. Source: the OMol25 dataset; level of theory: ωB97M-V with the def2-TZVPD basis set.

```
62
C7H32BMgN14O7 | the OMol25 dataset | ωB97M-V with the def2-TZVPD basis set
Mg 13.678 -16.969 32.056
B 12.369 -16.762 30.250
H 12.184 -17.481 31.033
H 11.505 -16.177 29.974
H 13.188 -16.112 30.516
H 12.756 -17.270 29.381
C 9.380 -14.423 27.719
O 10.005 -13.398 27.979
N 9.657 -15.639 28.270
N 8.252 -14.346 27.022
H 8.947 -16.355 28.221
H 10.523 -15.699 28.787
H 7.573 -15.079 27.166
H 8.009 -13.486 26.551
C 9.360 -19.254 29.372
O 9.619 -19.053 28.229
N 8.165 -19.667 29.791
N 10.167 -19.008 30.368
H 7.673 -20.050 28.996
H 7.853 -19.907 30.721
H 11.085 -18.613 30.221
H 9.644 -19.100 31.227
C 13.162 -14.404 27.061
O 13.746 -13.556 27.704
N 12.836 -14.205 25.786
N 12.846 -15.549 27.452
H 12.348 -14.943 25.299
H 12.737 -13.274 25.406
H 12.998 -15.932 28.374
H 12.478 -16.215 26.788
C 13.191 -14.039 32.695
O 13.625 -15.149 32.805
N 12.358 -13.623 31.778
N 13.374 -13.125 33.629
H 12.029 -12.669 31.756
H 11.877 -14.173 31.080
H 13.885 -13.490 34.420
H 12.910 -12.229 33.642
C 16.052 -16.336 30.159
O 15.379 -16.433 31.150
N 17.223 -16.817 30.100
N 15.742 -15.724 29.126
H 17.410 -17.600 30.710
H 17.463 -16.883 29.121
H 14.781 -15.448 28.986
H 16.239 -15.742 28.247
C 11.261 -16.756 34.230
O 11.976 -17.086 33.313
N 10.902 -15.495 34.540
N 10.715 -17.628 34.966
H 10.202 -15.294 35.240
H 11.189 -14.739 33.935
H 10.068 -17.315 35.674
H 11.185 -18.522 35.000
C 14.523 -19.913 31.774
O 13.953 -18.894 31.861
N 15.777 -20.112 32.037
N 13.921 -21.001 31.449
H 16.191 -21.033 32.006
H 16.465 -19.377 32.106
H 14.576 -21.762 31.336
H 12.948 -21.051 31.182
```

The total charge is +1. The gap between HOMO and LUMO is 8.5 eV. Its energy above the lowest of the compared OMol25 structures with the same formula, charge and spin is 426.1 kJ/mol. The value obtained for the HOMO energy is -10.83 eV.

Results of the Löwdin charge analysis, in e, for atoms 1 through 2: 0.675, -0.392



C5H5NO3 in the gas phase. Source: the OMol25 dataset; level of theory: ωB97M-V with the def2-TZVPD basis set.

```
14
C5H5NO3 | the OMol25 dataset | ωB97M-V with the def2-TZVPD basis set
O 1.686 -1.888 -0.206
C 1.220 -0.799 0.001
C 1.977 0.507 0.091
C 0.985 1.678 0.031
C -0.310 1.010 0.001
O -1.364 1.579 -0.203
C -0.213 -0.455 0.206
N -1.284 -1.246 0.075
O -2.541 -0.775 0.014
H 2.851 0.605 -0.676
H 2.535 0.414 1.140
H 1.051 2.276 -0.962
H 0.971 2.277 0.997
H -2.613 0.168 0.157
```

The gap between HOMO and LUMO is 8.6 eV. Its energy above the lowest of the compared OMol25 structures with the same formula, charge and spin is 216.4 kJ/mol. The value obtained for the HOMO energy is -9.82 eV.

Results of the Löwdin charge analysis, in e, for atoms 1 through 2: 0.118, -0.383



A molecular structure, C10H20BNO6STm. Source: the OMol25 dataset; level of theory: ωB97M-V with the def2-TZVPD basis set.

```
40
C10H20BNO6STm | the OMol25 dataset | ωB97M-V with the def2-TZVPD basis set
C -3.345 -0.263 2.292
C -3.339 -0.538 0.737
B -2.054 0.289 0.140
O -2.077 1.650 0.300
C -0.865 -0.520 -0.558
C 0.058 -0.976 0.659
C 1.569 -0.853 0.435
O 2.131 -1.051 -0.545
N 2.429 -0.496 1.633
C 1.990 0.756 2.270
C 3.848 -0.330 1.261
O -1.304 -1.774 -1.145
S -0.468 -2.080 -2.530
O 0.584 -3.004 -2.406
O -1.346 -2.463 -3.576
O 0.276 -0.642 -2.706
C -0.266 0.272 -1.741
C 0.472 1.617 -1.513
C 1.970 1.631 -1.980
H -3.822 0.711 2.446
H -3.808 -1.077 2.856
H -2.303 -0.148 2.623
H -3.264 -1.647 0.489
H -4.286 -0.060 0.293
H -2.282 2.088 -0.545
H -0.301 -0.481 1.573
H -0.143 -2.050 0.820
H 2.731 0.990 3.052
H 1.030 0.676 2.793
H 2.027 1.617 1.576
H 3.974 0.602 0.687
H 4.401 -0.185 2.205
H 4.287 -1.211 0.782
H -1.193 0.600 -2.286
H 0.382 1.977 -0.477
H -0.046 2.372 -2.120
H 2.331 0.664 -2.347
H 2.584 1.967 -1.133
H 2.089 2.342 -2.806
Tm -4.650 -0.972 -1.507
```

The total charge is +3. As for the multiplicity: 3. The gap between HOMO and LUMO (alpha / beta) is 7.0 / 6.5 eV. Its expectation value of S² is 2.011. The value obtained for the HOMO energy (alpha / beta) is -19.49 / -19.48 eV.

Results of the Löwdin charge analysis, in e, for atoms 1 through 2: -0.007, -0.208



2 unconnected molecules or ions with the total composition C46H56N5O. Source: the OMol25 dataset; level of theory: ωB97M-V with the def2-TZVPD basis set.

```
108
C46H56N5O | the OMol25 dataset | ωB97M-V with the def2-TZVPD basis set
C 5.281 -1.072 3.211
C 3.848 -0.628 3.375
C 3.518 0.724 3.258
C 2.202 1.181 3.404
C 2.020 2.660 3.391
C 1.145 0.251 3.495
N -0.203 0.728 3.562
C -1.275 0.207 2.853
C -1.191 -0.694 1.816
N -2.417 0.852 3.343
C -3.808 0.456 3.212
C -4.475 -0.189 4.274
C -3.759 -0.587 5.514
C -5.848 -0.479 4.202
C -6.611 -0.137 3.083
C -8.079 -0.479 2.990
C -5.955 0.574 2.067
C -4.588 0.888 2.127
C -3.970 1.727 1.049
C -2.013 1.760 4.311
C -0.687 1.634 4.493
C 1.469 -1.091 3.770
C 0.409 -2.024 4.255
C 2.806 -1.522 3.659
H 5.364 -2.142 2.995
H 5.765 -0.536 2.388
H 5.894 -0.874 4.100
H 4.315 1.447 3.059
H 1.126 3.027 3.893
H 2.891 3.144 3.867
H 1.988 3.031 2.362
H -2.117 -1.031 1.373
H -0.221 -1.109 1.584
H -4.500 -0.684 6.317
H -3.254 -1.563 5.415
H -3.006 0.132 5.848
H -6.318 -0.970 5.062
H -8.542 0.000 2.124
H -8.266 -1.558 2.885
H -8.645 -0.138 3.866
H -6.531 0.919 1.205
H -4.725 1.920 0.273
H -3.614 2.701 1.429
H -3.105 1.221 0.594
H -2.698 2.426 4.806
H -0.029 2.142 5.175
H 0.849 -2.996 4.495
H -0.072 -1.649 5.170
H -0.376 -2.166 3.507
H 3.026 -2.587 3.796
C 1.884 3.523 -5.557
N 1.753 2.813 -4.314
C 1.883 3.513 -3.152
O 2.076 4.722 -3.041
C 1.735 2.497 -1.997
C 0.703 2.979 -0.980
C 1.202 4.161 -0.173
C 2.462 4.099 0.447
C 2.907 5.173 1.240
C 2.111 6.319 1.369
C 0.874 6.391 0.712
C 0.417 5.306 -0.038
N 1.321 1.293 -2.694
C 0.834 0.242 -2.022
C 0.347 -0.896 -2.634
C -0.236 -1.974 -1.940
C -0.182 -3.301 -2.516
C 0.056 -4.491 -1.767
C 0.727 -5.558 -2.351
C 1.021 -5.556 -3.726
N 1.443 -6.741 -4.376
C 0.343 -7.586 -4.815
C 2.529 -6.651 -5.351
C 0.662 -4.435 -4.503
C -0.094 -3.427 -3.942
C 1.317 1.423 -4.172
C -0.116 1.273 -4.709
C 2.322 0.497 -4.905
H 2.009 4.591 -5.339
H 2.775 3.164 -6.078
H 0.999 3.371 -6.181
H 2.741 2.354 -1.524
H -0.244 3.235 -1.495
H 0.442 2.155 -0.296
H 3.087 3.200 0.350
H 3.879 5.106 1.745
H 2.451 7.153 1.991
H 0.277 7.303 0.751
H -0.542 5.330 -0.556
H 0.921 0.273 -0.932
H 0.550 -0.954 -3.704
H -0.707 -1.835 -0.972
H -0.216 -4.511 -0.703
H 1.018 -6.444 -1.786
H -0.322 -7.843 -3.975
H -0.259 -7.066 -5.582
H 0.752 -8.484 -5.283
H 3.475 -6.415 -4.851
H 2.613 -7.625 -5.834
H 2.340 -5.901 -6.132
H 0.898 -4.484 -5.574
H -0.572 -2.681 -4.591
H -0.780 1.991 -4.200
H -0.126 1.492 -5.783
H -0.498 0.254 -4.567
H 3.292 1.006 -5.022
H 2.499 -0.444 -4.370
H 1.926 0.254 -5.904
```

The total charge is +1. The gap between HOMO and LUMO is 4.0 eV. The value obtained for the HOMO energy is -8.52 eV.

Results of the Löwdin charge analysis, in e, for atoms 1 through 2: -0.055, -0.265